The following is a quantum chemistry calculation of C11H16CrN13SSe as an isolated structure at a distorted geometry, from OMol25.

The spin multiplicity is 2. Its energy relative to the best compared isomer or geometry (same formula, charge and spin) is 0.00 kcal per mole. For the frontier orbital gap (alpha / beta), the calculation gives 6.192 / 6.179 eV. The HOMO energy (alpha / beta) comes out at -0.2218 / -0.2279 Ha. The value obtained for the lowest unoccupied orbital energy (alpha / beta) is 0.16 / -0.02 eV.

The geometry in XYZ format:
```
43
C11H16CrN13SSe wB97M-V/def2-TZVPD
Cr -0.1926 -0.8882 -0.7303
C -3.1029 1.6877 1.0528
C -2.0986 0.9757 0.2116
N -1.5645 -0.1487 0.5088
N -1.9289 -0.7337 1.6976
C -1.2913 -1.8667 1.9387
N -1.6839 -2.4791 3.1121
S -0.0035 -2.5829 1.0573
C -1.6474 1.5328 -1.0780
C -2.1806 2.6874 -1.6296
C -1.7633 3.0956 -2.8826
C -0.8086 2.3463 -3.5470
C -0.3018 1.2221 -2.9218
N -0.7066 0.8198 -1.7189
H -3.3538 1.0773 1.9112
H -4.0109 1.8888 0.4802
H -2.7028 2.6456 1.3989
H -2.6386 -2.2956 3.3813
H -1.4106 -3.4461 3.1672
H -2.9252 3.2459 -1.0785
H -2.1844 3.9815 -3.3409
H -0.4657 2.6157 -4.5373
H 0.4419 0.6020 -3.4007
N 0.2346 -0.1243 3.6445
C 1.5332 0.1949 3.6530
N 2.1713 0.2551 4.8409
N 2.2212 0.5086 2.5795
C 1.6706 0.3506 1.4086
N 1.1640 0.2121 0.3809
H -0.2284 -0.4641 4.4685
H -0.2473 -0.2676 2.7611
H 1.7697 -0.1583 5.6615
H 3.1674 0.3742 4.8062
N 4.5517 -0.9823 -3.1879
N 3.2991 -1.4476 -2.8070
N 2.8900 -2.6582 -3.0907
C 1.7079 -2.6721 -2.4831
N 1.4601 -1.5157 -1.8549
N 2.4987 -0.7275 -2.0863
H 4.7225 -1.2750 -4.1405
H 4.5487 0.0231 -3.0849
H 1.0120 -3.4936 -2.4956
Se -1.6226 -2.1151 -2.0258
```

Now the Löwdin charges, all in e: number 1, Cr, carries -0.128; number 2, C, carries -0.019; number 3, C, carries -0.262; number 4, N, carries -0.114; number 5, N, carries -0.010; number 6, C, carries -0.897; number 7, N, carries 0.053; number 8, S, carries 0.627; number 9, C, carries -0.205; number 10, C, carries -0.001; number 11, C, carries -0.052; number 12, C, carries -0.044; number 13, C, carries -0.109; number 14, N, carries -0.032; number 15, H, carries 0.063; number 16, H, carries 0.088; number 17, H, carries 0.092; number 18, H, carries 0.092; number 19, H, carries 0.071; number 20, H, carries 0.110; number 21, H, carries 0.110; number 22, H, carries 0.108; number 23, H, carries 0.106; number 24, N, carries 0.202; number 25, C, carries -0.491; number 26, N, carries 0.165; number 27, N, carries 0.124; number 28, C, carries -0.289; number 29, N, carries 0.103; number 30, H, carries 0.111; number 31, H, carries 0.044; number 32, H, carries 0.105; number 33, H, carries 0.109; number 34, N, carries 0.131; number 35, N, carries -0.292; number 36, N, carries 0.139; number 37, C, carries -0.200; number 38, N, carries -0.112; number 39, N, carries 0.098; number 40, H, carries 0.095; number 41, H, carries 0.094; number 42, H, carries 0.085; number 43, Se, carries 0.132

---

The following is a quantum chemistry calculation of one molecule with the formula C11H16F3NO7S2 at a distorted geometry, from OMol25.

For the frontier orbital gap, the calculation gives 9.210 eV. The HOMO energy comes out at -0.3419 Ha. The value obtained for the lowest unoccupied orbital energy is -0.09 eV.

The geometry in XYZ format:
```
40
C11H16F3NO7S2 wB97M-V/def2-TZVPD
C -1.0956 2.1645 2.1075
C -1.1156 0.6564 2.0072
C -1.5932 -0.0740 3.2291
N -0.7827 0.0530 0.9316
C 0.5949 0.1639 0.4502
C 0.7506 0.5883 -1.0282
C -0.5547 1.0835 -1.6295
C -0.3138 1.2688 -3.1276
O -1.3843 1.8986 -3.8495
C -2.6303 1.6231 -3.4176
O -3.5311 2.4112 -3.6129
O 1.7584 1.6206 -1.1099
S 3.2869 1.1374 -0.7119
O 4.0655 1.4373 -1.8706
O 3.2371 -0.5240 -0.6808
C 2.8217 -1.0573 0.5711
C 1.3026 -1.1453 0.7630
S 0.5746 -2.5625 -0.0785
O -0.0712 -2.2217 -1.3137
O 1.5783 -3.5728 -0.2471
C -0.7368 -3.3585 0.9887
F -1.0794 -4.4763 0.3612
F -1.8288 -2.6150 1.1048
F -0.2420 -3.6442 2.1932
H -1.8932 2.6005 1.5101
H -1.2127 2.5078 3.1335
H -0.1552 2.5553 1.7125
H -2.4171 0.4751 3.6883
H -0.7623 -0.0636 3.9356
H -1.9436 -1.0756 3.0067
H 1.0854 0.9293 1.0608
H 1.0778 -0.2243 -1.6720
H -1.2477 0.2643 -1.4613
H -0.8692 2.0013 -1.1359
H 0.5361 1.9396 -3.2290
H 0.0059 0.3304 -3.5830
H -2.8621 0.6652 -2.9339
H 3.1938 -0.4109 1.3734
H 3.2885 -2.0220 0.7333
H 1.1648 -1.3276 1.8314
```

Now the Löwdin charges, all in e: number 1, C, carries -0.012; number 2, C, carries -0.363; number 3, C, carries -0.015; number 4, N, carries 0.098; number 5, C, carries -0.280; number 6, C, carries -0.327; number 7, C, carries -0.114; number 8, C, carries -0.147; number 9, O, carries -0.002; number 10, C, carries -0.342; number 11, O, carries 0.073; number 12, O, carries -0.285; number 13, S, carries 0.968; number 14, O, carries -0.354; number 15, O, carries -0.292; number 16, C, carries -0.222; number 17, C, carries -0.267; number 18, S, carries 0.789; number 19, O, carries -0.252; number 20, O, carries -0.261; number 21, C, carries -0.674; number 22, F, carries 0.160; number 23, F, carries 0.140; number 24, F, carries 0.143; number 25, H, carries 0.095; number 26, H, carries 0.078; number 27, H, carries 0.082; number 28, H, carries 0.083; number 29, H, carries 0.101; number 30, H, carries 0.068; number 31, H, carries 0.141; number 32, H, carries 0.128; number 33, H, carries 0.109; number 34, H, carries 0.139; number 35, H, carries 0.130; number 36, H, carries 0.139; number 37, H, carries 0.148; number 38, H, carries 0.123; number 39, H, carries 0.130; number 40, H, carries 0.144

---

The following is a quantum chemistry calculation of one molecule with the formula C11H16N2 at a distorted geometry, from OMol25.

Its energy relative to the best compared isomer or geometry (same formula, charge and spin) is 87.33 kcal per mole. For the frontier orbital gap, the calculation gives 8.424 eV. The HOMO energy comes out at -0.2744 Ha. The value obtained for the lowest unoccupied orbital energy is 0.96 eV.

The geometry in XYZ format:
```
29
C11H16N2 wB97M-V/def2-TZVPD
C -0.5803 0.5930 0.0577
C -1.0709 1.2799 1.0996
C 0.4375 -1.4575 0.3057
C -1.2468 0.5204 -1.2208
C -0.3914 1.4791 2.3987
C 0.4598 -2.3805 -0.9053
C -1.4707 -0.9093 -1.8582
C 1.1042 1.7880 1.9238
C -0.1736 -1.6478 -2.0271
C 1.7046 0.5286 1.2878
C 0.8040 -0.0082 0.1102
N -0.4478 -2.0264 2.4939
N -0.0847 -1.8081 1.4373
H -2.2852 1.0686 -1.1513
H -0.6722 1.0986 -1.8965
H -0.7800 2.3552 2.7968
H -0.3440 0.6907 3.0710
H 1.4951 -2.6126 -1.1624
H 0.0396 -3.3752 -0.7341
H -2.1318 -1.5410 -1.2852
H -1.9217 -0.7759 -2.7580
H 1.0188 2.4999 1.1453
H 1.6998 2.1675 2.7430
H 0.6933 -1.2007 -2.6463
H -0.3580 -2.4381 -2.7138
H 2.7403 0.6589 1.0257
H 1.7084 -0.3464 2.0291
H 1.3743 0.2037 -0.7269
H -2.0819 1.5872 1.2149
```

Now the Löwdin charges, all in e: number 1, C, carries -0.250; number 2, C, carries -0.065; number 3, C, carries -0.232; number 4, C, carries -0.136; number 5, C, carries -0.152; number 6, C, carries -0.150; number 7, C, carries -0.142; number 8, C, carries -0.163; number 9, C, carries -0.249; number 10, C, carries -0.126; number 11, C, carries -0.184; number 12, N, carries 0.208; number 13, N, carries -0.076; number 14, H, carries 0.153; number 15, H, carries 0.105; number 16, H, carries 0.082; number 17, H, carries 0.075; number 18, H, carries 0.113; number 19, H, carries 0.119; number 20, H, carries 0.122; number 21, H, carries 0.071; number 22, H, carries 0.094; number 23, H, carries 0.100; number 24, H, carries 0.148; number 25, H, carries 0.092; number 26, H, carries 0.098; number 27, H, carries 0.120; number 28, H, carries 0.123; number 29, H, carries 0.100